Record 1
C5H10N2O8 | the ωB97M-V functional and the def2-TZVPD basis

Summary:
E_LUMO (alpha / beta) = -0.788 / -0.787 eV
frontier orbital gap (alpha / beta) = 0.300 / 0.300 Eh
HOMO level (alpha / beta) = -8.940 / -8.942 eV
M = 226.14 g/mol
relative energy (zero: lowest compared OMol25 entry of this formula, charge and spin) = 22.1 kcal per mole
electronic energy = -24698.3804 eV

Geometry (Å):
O (0.68, 1.03, 3.96)
O (1.61, 1.69, 0.64)
O (-0.80, -0.33, 1.28)
O (-0.89, 2.36, 0.48)
O (-0.31, 1.28, -2.32)
O (-1.23, 2.17, 2.62)
O (2.53, 0.82, 2.85)
O (2.08, -0.04, -2.14)
N (1.37, 1.14, 2.80)
N (-0.57, 2.07, 1.61)
C (1.51, -0.72, -1.16)
C (-0.89, 0.26, -1.54)
C (0.20, -0.63, -0.86)
C (-0.48, -1.38, 0.31)
C (0.83, 1.59, 1.68)
H (2.22, -1.38, -0.77)
H (-1.54, 0.45, -0.68)
H (-0.11, 2.06, -1.80)
H (-1.77, -0.45, 1.53)
H (-1.32, -0.47, -2.26)
H (1.21, 1.29, -0.14)
H (-0.30, 1.24, 3.85)
H (-1.42, -1.87, -0.05)
H (0.11, -2.02, 1.04)
H (1.29, 0.41, -2.63)

Okay, here come the Mulliken numbers, in e, for every atom: O -0.463; O -0.536; O -0.395; O -0.639; O -0.632; O -0.763; O -0.681; O -0.580; N 0.824; N 1.124; C -0.540; C -0.559; C 0.571; C -0.940; C 0.189; H 0.468; H 0.423; H 0.378; H 0.315; H 0.399; H 0.440; H 0.427; H 0.340; H 0.308; H 0.519

***

Record 2
C12H14Br12F6O4 | the ωB97M-V functional and the def2-TZVPD basis

Summary:
E_LUMO = -0.326 eV
frontier orbital gap = 0.363 Eh
HOMO level = -10.209 eV
M = 1295.08 g/mol
relative energy (zero: lowest compared OMol25 entry of this formula, charge and spin) = 0.0 kcal per mole
electronic energy = -877675.0523 eV

Geometry (Å):
Br (-7.47, -1.29, -2.22)
Br (-6.55, 1.68, -1.55)
Br (-0.56, 6.10, -0.22)
Br (3.68, -1.63, 1.37)
Br (-1.52, 4.38, 2.26)
Br (-4.48, -0.35, -2.88)
Br (1.52, 5.25, 2.02)
Br (-4.96, -0.18, 6.21)
Br (-6.19, 0.34, 3.34)
Br (2.74, -4.26, 2.93)
Br (4.81, -2.24, 4.25)
Br (-3.47, 1.75, 4.21)
F (2.61, -2.11, -4.46)
F (0.61, -2.45, 1.31)
F (2.25, -3.26, -2.65)
F (0.66, -2.33, -0.85)
F (3.62, -4.00, -4.16)
F (-1.19, -2.80, 0.15)
O (5.25, -2.82, -2.35)
O (-1.64, -0.30, 0.47)
O (4.16, -0.90, -2.73)
O (0.54, 0.22, 0.25)
C (-3.48, 1.22, 0.62)
C (4.65, 1.27, -1.90)
C (-6.32, 0.18, -2.73)
C (3.18, -2.91, -3.55)
C (-0.08, -2.07, 0.22)
C (-0.07, 4.75, 1.06)
C (-1.99, 1.08, 0.43)
C (5.08, -0.18, -1.89)
C (4.35, -2.21, -2.81)
C (-0.36, -0.56, 0.30)
C (3.30, -2.43, 3.08)
C (-4.59, 0.18, 4.36)
H (-4.01, -0.65, 3.97)
H (-3.88, 0.68, 1.47)
H (4.84, 1.72, -2.87)
H (-1.45, 1.65, 1.19)
H (0.16, 3.85, 0.51)
H (-4.04, 0.97, -0.28)
H (3.60, 1.36, -1.60)
H (2.47, -1.91, 3.52)
H (-1.72, 1.48, -0.55)
H (-3.75, 2.26, 0.82)
H (5.03, -0.57, -0.88)
H (-6.66, 0.47, -3.71)
H (6.09, -0.27, -2.29)
H (5.24, 1.82, -1.16)

Okay, here come the Mulliken numbers, in e, for every atom: Br -0.008; Br -0.021; Br -0.001; Br 0.064; Br 0.016; Br -0.003; Br -0.002; Br -0.046; Br 0.011; Br -0.027; Br -0.057; Br 0.016; F -0.252; F -0.171; F -0.234; F -0.203; F -0.247; F -0.243; O -0.507; O -0.162; O -0.208; O -0.567; C -0.156; C -1.227; C -0.326; C 0.911; C 0.758; C -0.156; C 0.119; C 0.052; C 0.349; C 0.407; C -0.311; C -0.337; H 0.349; H -0.060; H 0.360; H 0.083; H 0.139; H -0.411; H 0.275; H 0.305; H 0.314; H 0.403; H 0.000; H 0.325; H 0.302; H 0.385